(1)
DFT (the ωB97M-V functional and the def2-TZVPD basis) results for an isolated molecule of C5H10O in a non-equilibrium geometry.

```
16
C5H10O | the OMol25 dataset | the ωB97M-V functional and the def2-TZVPD basis
C 1.90 -0.41 0.52
O 1.17 0.71 0.10
C -0.15 0.38 -0.10
C -0.98 1.67 -0.17
C -0.60 -0.75 -0.94
C -0.71 -1.08 0.52
H 1.17 -0.98 1.12
H 2.19 -1.03 -0.34
H 2.78 -0.06 1.05
H -1.93 1.52 0.34
H -0.45 2.51 0.31
H -1.19 1.97 -1.20
H -1.53 -0.62 -1.47
H 0.17 -1.30 -1.47
H -0.27 -2.07 0.77
H -1.63 -0.98 1.07
```

Values from the calculation:
Kohn-Sham gap = 9.92 eV
maximum force = 1.428 eV Å⁻¹
2S+1 = 1
energy above the lowest of the compared OMol25 structures with the same formula, charge and spin = 62.6 kcal/mol
LUMO = 1.12 eV
SMILES string = COC1(C)CC1

Atom charges from the Löwdin analysis, given in e for atoms 1 to 2: C -0.10; O -0.11

---

(2)
DFT (the ωB97M-V functional and the def2-TZVPD basis) results for a cluster of 2 separate species, CH7NS in total in a non-equilibrium geometry.

```
10
CH7NS | the OMol25 dataset | the ωB97M-V functional and the def2-TZVPD basis
S 1.94 2.33 -1.46
H 2.02 1.13 -2.07
C -2.27 -2.76 1.11
N -1.49 -1.76 1.81
H -2.17 -3.73 1.61
H -3.32 -2.50 1.09
H -1.81 -3.10 0.17
H 0.92 1.70 -0.85
H -0.50 -1.93 1.80
H -1.73 -0.82 1.55
```

Values from the calculation:
Kohn-Sham gap = 9.62 eV
maximum force = 1.915 eV Å⁻¹
2S+1 = 1
energy above the lowest of the compared OMol25 structures with the same formula, charge and spin = 15.9 kcal/mol
LUMO = 0.63 eV
SMILES string = CN.S

Atom charges from the Löwdin analysis, given in e for atoms 1 to 2: S 0.45; H -0.22

---

(3)
DFT (the ωB97M-V functional and the def2-TZVPD basis) results for a cluster of 3 separate species, C23H50FNO11P2 in total in a non-equilibrium geometry.

```
88
C23H50FNO11P2 | the OMol25 dataset | the ωB97M-V functional and the def2-TZVPD basis
C 3.85 0.40 -1.17
C 2.73 1.43 -1.07
C 2.12 1.55 0.35
O 3.17 1.64 1.31
C 3.93 2.83 1.25
C 5.45 2.60 1.15
C 6.17 3.76 1.85
O 5.80 2.69 -0.24
N 1.49 0.25 0.68
C 0.20 0.24 0.20
O -0.59 -0.69 0.17
C -0.13 1.68 -0.28
C 0.87 2.45 0.57
C 0.99 3.96 0.44
C 1.22 4.46 -0.99
F -0.21 4.48 0.94
H 3.48 -0.62 -1.28
H 4.49 0.59 -2.04
H 4.52 0.40 -0.30
H 1.95 1.14 -1.78
H 3.09 2.41 -1.37
H 3.74 3.38 2.19
H 3.66 3.51 0.44
H 5.76 1.63 1.55
H 7.23 3.69 1.60
H 6.01 3.78 2.92
H 5.82 4.68 1.36
H 5.70 3.61 -0.48
H 2.06 -0.57 0.50
H 0.03 1.67 -1.36
H -1.18 1.95 -0.22
H 0.58 2.22 1.60
H 1.76 4.34 1.10
H 0.42 5.12 -1.32
H 1.27 3.62 -1.68
H 2.14 5.05 -1.03
O 2.64 -2.64 -2.53
P 1.71 -3.12 -3.59
O 0.42 -3.68 -2.77
C -0.39 -2.74 -2.06
C -1.13 -1.80 -2.98
O 2.47 -4.52 -4.01
C 3.87 -4.69 -3.77
C 4.11 -5.50 -2.51
O 1.00 -3.00 -5.05
C 0.58 -4.12 -5.84
C -0.60 -4.89 -5.29
H 0.23 -2.18 -1.36
H -1.10 -3.32 -1.47
H -0.44 -1.16 -3.54
H -1.80 -1.15 -2.41
H -1.72 -2.35 -3.72
H 4.38 -3.73 -3.72
H 4.29 -5.22 -4.63
H 3.47 -5.17 -1.69
H 5.15 -5.44 -2.19
H 3.87 -6.55 -2.69
H 1.41 -4.79 -6.04
H 0.29 -3.69 -6.80
H -0.32 -5.50 -4.43
H -0.98 -5.57 -6.05
H -1.41 -4.23 -4.99
O -5.89 2.22 4.77
P -4.95 1.22 4.20
O -5.16 1.36 2.58
C -4.76 2.56 1.93
C -3.25 2.75 1.94
O -5.77 -0.16 4.53
C -6.72 -0.21 5.59
C -8.13 -0.07 5.06
O -3.52 0.45 4.15
C -3.34 -0.90 3.68
C -3.54 -1.11 2.20
H -5.25 3.42 2.40
H -5.11 2.49 0.90
H -2.87 2.88 2.96
H -2.96 3.63 1.36
H -2.74 1.88 1.53
H -6.50 0.55 6.34
H -6.60 -1.18 6.08
H -8.21 0.73 4.32
H -8.84 0.13 5.86
H -8.44 -0.99 4.55
H -3.95 -1.59 4.26
H -2.31 -1.14 3.93
H -4.59 -1.07 1.92
H -3.17 -2.10 1.91
H -3.01 -0.36 1.62
```

Values from the calculation:
Kohn-Sham gap = 9.97 eV
maximum force = 6.679 eV Å⁻¹
2S+1 = 1
LUMO = 0.21 eV
SMILES string = CC[C@]1(OC[C@H](C)O)NC(=O)C[C@@H]1[C@@H](C)F.CCOP(=O)(OCC)OCC.CCOP(=O)(OCC)OCC

Atom charges from the Löwdin analysis, given in e for atoms 1 to 2: C -0.07; C -0.14

---

(4)
DFT (the ωB97M-V functional and the def2-TZVPD basis) results for an isolated molecule of C5H8N2.

```
15
C5H8N2 | the OMol25 dataset | the ωB97M-V functional and the def2-TZVPD basis
C -2.20 0.19 -0.66
N -0.78 0.28 -0.45
C -0.14 1.36 0.09
C 1.07 0.96 0.59
C 1.18 -0.44 0.37
N 2.22 -1.27 0.82
C 0.03 -0.84 -0.27
H -2.61 1.18 -0.86
H -2.43 -0.46 -1.50
H -2.70 -0.21 0.24
H -0.61 2.34 0.07
H 1.81 1.60 1.05
H 3.10 -0.78 0.90
H 2.35 -2.09 0.24
H -0.29 -1.81 -0.62
```

Values from the calculation:
Kohn-Sham gap = 8.54 eV
maximum force = 0.220 eV Å⁻¹
2S+1 = 1
energy above the lowest of the compared OMol25 structures with the same formula, charge and spin = 11.5 kcal/mol
LUMO = 1.09 eV
SMILES string = Cn1ccc(N)c1

Atom charges from the Löwdin analysis, given in e for atoms 1 to 2: C -0.05; N -0.19